Computed, not measured: 2 unconnected molecules or ions with the total composition C3H9BrN at a distorted geometry, with the ωB97M-V functional and the def2-TZVPD basis.

```
14
Properties=species:S:1:pos:R:3
C -1.787 -0.280 0.362
C 0.088 -1.711 0.196
C 1.753 1.755 -0.363
N -0.812 -1.044 -0.428
Br 2.094 0.074 0.587
H -2.692 -0.252 -0.096
H -1.646 -0.532 1.369
H -1.504 0.809 0.266
H 0.743 1.784 -0.696
H 0.717 -2.377 -0.415
H -0.060 -1.805 1.320
H 1.626 2.672 0.421
H 2.564 1.997 -1.132
H -1.084 -1.090 -1.391
```

Properties
2S+1	3
largest force on an atom	8.47	eV/Å
energy relative to the best compared isomer or geometry (same formula, charge and spin)	1.1577	eV
HOMO energy (alpha / beta)	-10.71 / -15.23	eV
E_LUMO (alpha / beta)	-3.53 / -9.00	eV
calculated total energy	-2747.991835	Eh
total charge	+1
HOMO-LUMO gap (alpha / beta)	0.264 / 0.229	Ha